[1]
The following is a DFT calculation (ωB97M-V/def2-TZVPD) of a single C4H6F2O molecule at a distorted geometry.

Element x y z (Å)
C  2.31934  0.28152  0.13696
O  0.94950  0.45564  0.51046
C  0.17147  -0.53217  -0.30834
C  -1.22559  -0.59346  -0.39851
C  -2.10595  0.31626  0.32301
F  -3.40141  -0.44002  0.45839
F  -2.17062  1.57463  -0.42156
H  2.70298  0.83814  -0.76980
H  2.89934  0.77623  0.93793
H  2.46273  -0.72178  0.03117
H  0.77858  -1.28973  -0.82775
H  -1.68401  -1.14236  -1.14191
H  -1.69633  0.47710  1.46995

- Relative energy (zero: lowest compared OMol25 entry of this formula, charge and spin): 66.9 kcal per mole
- SMILES: CO/C=C\C(F)F
- Energy: -430.87724 a.u.
- Charge: 0
- LUMO: 0.82 eV
- Molecular weight: 108.09 g/mol


[2]
The following is a DFT calculation (ωB97M-V/def2-TZVPD) of a molecular structure, C13H15BLuN6O5.

Element x y z (Å)
Lu  -0.85207  0.28508  0.14849
O  -0.40441  3.29956  3.36964
C  -0.55476  2.16248  2.73281
O  -0.08633  1.95046  1.62762
C  -1.31369  1.14194  3.55575
O  -1.77904  0.05967  2.77262
C  -3.20722  0.07685  2.47945
C  -3.12673  0.48642  1.01997
O  -2.94955  -0.45214  0.18581
O  -2.68514  1.63686  0.76828
H  0.13643  3.90909  2.83324
H  -2.12088  1.63854  4.09244
H  -0.61390  0.74979  4.30027
H  -3.73307  0.78159  3.11840
H  -3.57863  -0.93535  2.60108
C  3.52382  -0.37813  1.35074
C  2.20640  -0.12893  1.71458
N  1.38940  -0.27453  0.66986
N  2.17284  -0.61410  -0.38429
C  3.45250  -0.67378  0.00264
B  1.58670  -0.88295  -1.78630
N  0.97856  0.42071  -2.39175
C  1.29581  1.01997  -3.54266
C  0.48285  2.12572  -3.71967
C  -0.33416  2.13444  -2.59925
N  -0.03450  1.10642  -1.79564
N  0.49643  -1.96140  -1.67623
C  0.39481  -3.14448  -2.29333
C  -0.78858  -3.74624  -1.91096
C  -1.37896  -2.83367  -1.04396
N  -0.59517  -1.76168  -0.89533
H  4.40235  -0.35509  1.96923
H  1.81226  0.13936  2.68137
H  4.21430  -0.92942  -0.71408
H  2.45729  -1.25322  -2.51330
H  2.08153  0.61044  -4.15457
H  0.48732  2.81508  -4.54386
H  -1.12146  2.81943  -2.32557
H  1.17627  -3.46791  -2.96014
H  -1.16896  -4.70217  -2.22131
H  -2.32066  -2.87470  -0.52209

- Relative energy (zero: lowest compared OMol25 entry of this formula, charge and spin): 3.4 kcal per mole
- Energy: -2469.56419 a.u.
- Charge: +1
- LUMO: -2.36 eV
- Molecular weight: 521.08 g/mol


[3]
The following is a DFT calculation (ωB97M-V/def2-TZVPD) of 5 unconnected molecules or ions with the total composition C43H79BrFN5O14S5 at a distorted geometry.

Element x y z (Å)
C  2.47852  -0.81237  5.61476
C  2.76663  -0.75858  4.01984
C  1.73805  0.30314  3.35088
C  2.04231  1.83410  3.79033
C  1.70166  2.76029  2.50920
C  0.20893  3.40292  2.57917
C  0.08288  4.37903  1.30687
C  -1.45104  4.60108  0.81519
C  -1.56060  4.98777  -0.75034
C  -2.97085  4.57357  -1.42858
C  -3.01348  3.05823  -1.97923
C  -3.21732  2.05345  -0.75130
C  -4.60849  1.81109  -0.12168
C  -4.75686  0.86755  1.09342
C  -3.56088  0.09684  1.77303
C  -2.16906  0.32542  1.08543
O  -0.97428  -0.35374  1.57502
N  -0.60306  -1.27690  0.62551
O  0.46719  -1.72836  0.88469
C  -1.98157  1.28005  -0.15158
C  -0.52594  1.49425  -0.83090
C  -0.27050  0.54762  -2.10355
N  -0.18958  1.36974  -3.38052
N  -1.30908  -0.50487  -2.31345
N  1.07527  -0.10547  -1.97691
N  -3.76855  -0.76253  2.95974
C  -4.86335  -1.74054  2.77551
C  -6.28369  -1.29474  2.24745
C  -7.46576  -2.25766  2.00347
C  -7.23688  -3.76480  2.28867
C  -8.43450  -4.81628  2.02180
C  -8.00909  -5.83391  0.81989
C  -7.03888  -7.00937  1.34700
F  -7.31285  -8.28846  0.73693
C  -5.85596  -4.20935  2.82488
C  -4.64881  -3.23823  3.09721
C  -3.32603  -3.91189  3.68119
Br  -1.62635  -3.23824  2.91636
C  -3.39578  -3.87110  5.29392
C  -3.66872  -2.40950  5.89013
S  -6.41878  0.53769  1.88906
H  1.99898  -1.81576  5.86749
H  3.40007  -0.62634  6.25957
H  1.67627  -0.00917  5.82448
H  3.86381  -0.48726  3.77147
H  2.60726  -1.82797  3.61269
H  0.68525  0.06230  3.75175
H  1.71584  0.18627  2.20589
H  3.09881  1.98073  4.19760
H  1.28208  2.13884  4.60897
H  2.44326  3.64652  2.54255
H  1.88167  2.22924  1.50750
H  0.18073  3.98540  3.57675
H  -0.58956  2.56666  2.59925
H  0.45254  5.41466  1.64385
H  0.76775  4.06255  0.42815
H  -2.11575  3.72919  1.12936
H  -1.83665  5.52813  1.39109
H  -0.64525  4.65568  -1.36754
H  -1.53685  6.14565  -0.78340
H  -3.13766  5.33304  -2.28257
H  -3.77828  4.80363  -0.64355
H  -3.87952  2.98901  -2.73218
H  -2.04092  2.88857  -2.55307
H  -5.54652  2.34088  -0.52577
H  -0.33023  2.58035  -1.11487
H  0.22376  1.23651  0.01373
H  -0.78875  0.96636  -4.11163
H  0.78285  1.30224  -3.71000
H  -0.96123  -1.25948  -2.93846
H  -2.12963  -0.12557  -2.81089
H  1.31564  -0.29589  -0.99612
H  1.12570  -0.97575  -2.52427
H  -4.11160  -0.11556  3.70300
H  -8.49232  -1.91479  1.62588
H  -8.70239  -5.36735  2.98910
H  -9.32097  -4.18475  1.64160
H  -7.46213  -5.16532  0.05473
H  -8.93692  -6.28884  0.30318
H  -5.95518  -6.69419  1.12817
H  -7.16200  -7.06609  2.48494
H  -5.70248  -5.32097  3.02461
H  -3.38668  -5.03145  3.39875
H  -4.19252  -4.63761  5.63656
H  -2.38416  -4.22885  5.70855
H  -3.71098  -2.37897  7.04235
H  -4.66589  -1.96354  5.51627
H  -2.80474  -1.73045  5.53851
C  5.10200  -3.39283  -4.70186
C  4.77249  -4.84608  -4.41596
O  3.96822  -4.98138  -3.24238
S  2.40314  -4.59585  -3.32874
C  1.91388  -5.28405  -1.77376
O  1.79085  -5.35649  -4.38629
O  2.27413  -3.16261  -3.25102
H  4.20365  -2.82979  -4.96425
H  5.80452  -3.31167  -5.53400
H  5.53612  -2.91523  -3.82005
H  4.28568  -5.31873  -5.27423
H  5.70234  -5.39126  -4.23247
H  2.04169  -6.36480  -1.80881
H  0.86612  -5.03215  -1.61232
H  2.52677  -4.84363  -0.98674
C  -7.85225  9.65061  -2.55111
C  -7.44094  8.70420  -3.66360
O  -6.07697  8.89504  -4.04193
S  -4.91820  8.32684  -3.06972
C  -3.56304  8.52967  -4.18946
O  -5.13605  6.92015  -2.85491
O  -4.74203  9.24397  -1.97372
H  -7.31742  9.42621  -1.62588
H  -8.92239  9.56883  -2.34904
H  -7.61719  10.68399  -2.81742
H  -7.62026  7.66185  -3.38413
H  -8.04854  8.90908  -4.54891
H  -3.70449  7.86598  -5.04111
H  -2.64856  8.27111  -3.65641
H  -3.52453  9.57157  -4.50857
C  9.29056  -4.74531  -0.51452
C  10.03671  -5.01123  -1.80874
O  9.92535  -6.37749  -2.21167
S  8.53363  -6.88135  -2.85841
C  9.11028  -8.44648  -3.44912
O  8.21467  -6.04915  -3.99054
O  7.58909  -7.11796  -1.79765
H  8.21348  -4.86402  -0.64978
H  9.47500  -3.72786  -0.16329
H  9.59850  -5.45178  0.26021
H  9.69542  -4.34582  -2.60714
H  11.10014  -4.81035  -1.65504
H  9.85292  -8.27971  -4.22784
H  8.25432  -8.98655  -3.85239
H  9.53854  -9.00062  -2.61344
C  4.22967  2.52690  -0.17590
C  4.84659  3.87756  0.13483
O  6.15025  3.74497  0.70425
S  7.38236  3.35646  -0.26575
C  8.68722  3.68980  0.88230
O  7.45240  4.31313  -1.33870
O  7.34729  1.93833  -0.51377
H  4.78115  2.01486  -0.96726
H  3.19487  2.64015  -0.50701
H  4.25378  1.88019  0.70494
H  4.87850  4.51308  -0.75507
H  4.22654  4.39083  0.87473
H  8.69958  4.75556  1.10520
H  9.62546  3.39004  0.41676
H  8.51757  3.10383  1.78606

- SMILES: CCCCCCCCCCCc1cc2c(c(ON=O)c1CC(N)(N)N)Nc1c(cc(CCCF)cc1[C@@H](Br)CC)S2.CCOS(C)(=O)=O.CCOS(C)(=O)=O.CCOS(C)(=O)=O.CCOS(C)(=O)=O
- Energy: -7677.25644 a.u.
- Charge: 0
- LUMO: 0.14 eV
- Molecular weight: 1149.36 g/mol


Among the records above, which one has the lowest energy? C43H79BrFN5O14S5


What is the molecular weight in the third record? 1149.36 g/mol


Which value of charge does entry 3 give? 0


Repeat the first record exactly.
The following is a DFT calculation (ωB97M-V/def2-TZVPD) of a single C4H6F2O molecule at a distorted geometry.

Element x y z (Å)
C  2.31934  0.28152  0.13696
O  0.94950  0.45564  0.51046
C  0.17147  -0.53217  -0.30834
C  -1.22559  -0.59346  -0.39851
C  -2.10595  0.31626  0.32301
F  -3.40141  -0.44002  0.45839
F  -2.17062  1.57463  -0.42156
H  2.70298  0.83814  -0.76980
H  2.89934  0.77623  0.93793
H  2.46273  -0.72178  0.03117
H  0.77858  -1.28973  -0.82775
H  -1.68401  -1.14236  -1.14191
H  -1.69633  0.47710  1.46995

- Relative energy (zero: lowest compared OMol25 entry of this formula, charge and spin): 66.9 kcal per mole
- SMILES: CO/C=C\C(F)F
- Energy: -430.87724 a.u.
- Charge: 0
- LUMO: 0.82 eV
- Molecular weight: 108.09 g/mol